Record 1
9
Properties=species:S:1:pos:R:3:nbo_charge:R:1 method="wB97M-V/def2-TZVPD" homo_lumo_gap_ha="0.29635 / 0.22738" max_force_ev_per_a=17.7 e_tot_ha=-385.33333 e_homo_ev="-14.98 / -14.87" multiplicity=3 total_charge=+1
C 0.43 -0.66 0.41 -0.321
C -0.07 0.07 1.40 -0.267
H -0.11 -0.31 2.42 0.245
H 0.65 -1.72 0.55 0.268
H -0.63 0.99 1.19 0.187
O 0.15 1.01 -1.25 -0.423
C 0.40 -0.24 -1.03 0.683
O 0.16 -1.07 -1.90 -0.415
Pt -0.97 1.94 -1.79 1.043

---

Record 2
9
Properties=species:S:1:pos:R:3:nbo_charge:R:1 method="wB97M-V/def2-TZVPD" homo_lumo_gap_ha="0.36140 / 0.30712" max_force_ev_per_a=6.6 e_tot_ha=-360.48795 e_homo_ev="-20.56 / -21.06" multiplicity=6 total_charge=+2
C 2.54 -0.15 1.66 0.014
C 1.58 0.33 0.61 -0.114
H 1.68 -0.07 -0.41 0.291
H 3.13 -1.06 1.70 0.305
H 0.53 0.42 0.91 0.290
O 3.79 2.10 2.18 -0.532
C 3.11 1.16 1.66 0.669
O 2.21 1.66 0.65 -0.587
Ru 3.05 3.40 0.94 1.665

---

Record 3
9
Properties=species:S:1:pos:R:3:nbo_charge:R:1 method="wB97M-V/def2-TZVPD" homo_lumo_gap_ha="0.20818 / 0.25960" max_force_ev_per_a=5.1 e_tot_ha=-359.65947 e_homo_ev="-23.50 / -27.87" multiplicity=7 total_charge=+3
O -0.24 1.02 -0.25 -0.409
O -0.17 -1.30 -0.51 -0.321
C -1.55 0.80 -0.08 0.298
C -1.78 -0.64 0.06 -0.011
C 0.61 -0.35 -0.59 0.488
H -2.25 1.53 -0.49 0.347
H -1.80 -1.00 1.09 0.312
H -2.51 -1.09 -0.63 0.351
Ru 1.94 0.48 0.88 1.945

---

Record 4
9
Properties=species:S:1:pos:R:3:nbo_charge:R:1 method="wB97M-V/def2-TZVPD" homo_lumo_gap_ha=0.18839 max_force_ev_per_a=4.9 e_tot_ha=-664.81048 e_homo_ev=-2.21 total_charge=-1
C 0.19 -0.34 -1.02 -0.588
C 1.10 -1.33 -1.08 -0.313
C -1.51 1.78 1.93 1.027
O -2.46 1.16 1.75 -0.515
O -0.51 2.36 2.10 -0.513
S 2.35 -1.58 0.10 -0.585
H -0.41 -0.09 -1.75 0.159
H -0.01 0.09 -0.04 0.164
H 1.26 -2.05 -1.98 0.164